Molecular formula: C2H12O3S2
Method: DFT, ωB97M-V with the def2-TZVPD basis set

- Strongest force on any atom: 3.0 eV Å⁻¹
- Gap between HOMO and LUMO: 8.6 eV
- Energy above the lowest of the compared OMol25 structures with the same formula, charge and spin: 42.70 kcal/mol
- Net charge: 0
- LUMO energy: 0.01333 hartree
- SMILES: CSSC.O.O.O

Each line ends with the Löwdin charge.
Positions of all 19 atoms, in Å:
1 C -0.347 2.576 3.775  -0.502
2 S -0.991 1.159 2.860  0.418
3 S 0.215 -0.533 3.264  0.396
4 C 0.401 -1.158 1.525  -0.515
5 H 0.737 2.556 3.848  0.021
6 H -0.726 2.699 4.891  0.087
7 H -0.398 3.346 3.058  -0.007
8 H 0.335 -0.441 0.727  -0.004
9 H -0.537 -1.862 1.279  0.051
10 H 1.413 -1.761 1.489  0.069
11 O 0.800 1.687 -2.841  -0.052
12 H -0.061 1.372 -2.646  0.003
13 H 0.950 1.190 -3.642  -0.018
14 O 0.380 -0.415 -4.597  -0.062
15 H 0.677 -1.312 -4.838  0.065
16 H 0.337 -0.025 -5.489  0.063
17 O -0.931 -3.294 -1.095  -0.083
18 H -1.764 -3.368 -0.617  0.032
19 H -0.490 -2.416 -0.952  0.039

---

Molecular formula: C2H12O4
Method: DFT, ωB97M-V with the def2-TZVPD basis set

- Strongest force on any atom: 1.6 eV Å⁻¹
- Gap between HOMO and LUMO: 9.9 eV
- Energy above the lowest of the compared OMol25 structures with the same formula, charge and spin: 52.00 kcal/mol
- Net charge: 0
- LUMO energy: 0.01419 hartree
- SMILES: C=C.O.O.O.O

Each line ends with the Löwdin charge.
Positions of all 18 atoms, in Å:
1 C -4.233 0.105 0.305  -0.076
2 C -4.084 -0.677 -0.792  -0.083
3 H -5.250 0.023 0.692  0.044
4 H -3.496 0.733 0.794  0.041
5 H -4.981 -0.779 -1.385  0.035
6 H -3.219 -1.271 -1.069  0.040
7 O 0.061 1.292 -3.606  -0.073
8 H 0.161 1.644 -2.722  0.020
9 H -0.866 1.470 -3.876  0.052
10 O 3.528 1.737 -1.586  -0.056
11 H 3.456 1.327 -2.456  0.035
12 H 2.860 1.231 -1.123  0.018
13 O 3.493 -1.771 3.674  -0.036
14 H 4.187 -1.303 4.122  0.035
15 H 3.777 -2.690 3.624  0.047
16 O 1.519 -0.013 1.865  -0.050
17 H 2.121 -0.619 2.308  -0.002
18 H 0.967 -0.439 1.231  0.010

---

Molecular formula: C2H12O5
Method: DFT, ωB97M-V with the def2-TZVPD basis set

- Strongest force on any atom: 0.7 eV Å⁻¹
- Gap between HOMO and LUMO: 11.0 eV
- Energy above the lowest of the compared OMol25 structures with the same formula, charge and spin: 6.46 kcal/mol
- Net charge: 0
- LUMO energy: 0.01817 hartree
- SMILES: CC=O.O.O.O.O

Each line ends with the Löwdin charge.
Positions of all 19 atoms, in Å:
1 C -0.188 -2.744 -0.554  -0.034
2 C 0.741 -1.773 0.116  -0.279
3 O 0.541 -0.588 0.215  0.019
4 H 0.310 -3.673 -0.797  0.073
5 H -1.013 -2.937 0.126  0.091
6 H -0.611 -2.259 -1.430  0.085
7 H 1.631 -2.231 0.585  0.122
8 O 3.172 0.229 1.976  -0.056
9 H 2.433 0.806 2.197  0.032
10 H 3.401 0.488 1.077  0.030
11 O -1.972 1.422 0.416  -0.060
12 H -1.042 1.324 0.649  -0.003
13 H -2.284 2.218 0.860  0.045
14 O -2.992 0.248 -2.235  -0.073
15 H -2.224 0.823 -2.181  0.015
16 H -3.290 0.194 -1.321  0.015
17 O 0.956 2.175 0.084  -0.064
18 H 1.287 1.261 0.085  -0.006
19 H 0.775 2.380 -0.837  0.047

---

Molecular formula: C2H12O5
Method: DFT, ωB97M-V with the def2-TZVPD basis set

- Strongest force on any atom: 2.5 eV Å⁻¹
- Gap between HOMO and LUMO: 10.6 eV
- Energy above the lowest of the compared OMol25 structures with the same formula, charge and spin: 17.13 kcal/mol
- Net charge: 0
- LUMO energy: 0.02629 hartree
- SMILES: CC=O.O.O.O.O

Each line ends with the Löwdin charge.
Positions of all 19 atoms, in Å:
1 C -2.719 0.041 -0.461  -0.059
2 C -1.327 0.512 -0.792  -0.310
3 O -0.624 1.117 -0.034  0.053
4 H -3.378 0.501 -1.215  0.081
5 H -2.899 -1.013 -0.286  0.078
6 H -3.086 0.608 0.407  0.077
7 H -1.063 0.180 -1.820  0.112
8 O -0.812 -5.677 3.542  -0.061
9 H -0.924 -5.339 4.444  0.038
10 H -0.226 -6.417 3.682  0.023
11 O 1.633 2.284 1.999  -0.060
12 H 1.077 1.786 1.381  0.003
13 H 1.266 2.046 2.839  0.017
14 O 2.705 1.839 -1.149  -0.051
15 H 2.871 2.495 -1.830  0.040
16 H 3.362 2.103 -0.487  0.056
17 O 1.034 0.801 -3.401  -0.050
18 H 1.585 1.017 -2.657  -0.022
19 H 1.528 1.115 -4.163  0.036

---

Molecular formula: C2H12O5
Method: DFT, ωB97M-V with the def2-TZVPD basis set

- Strongest force on any atom: 1.3 eV Å⁻¹
- Gap between HOMO and LUMO: 10.7 eV
- Energy above the lowest of the compared OMol25 structures with the same formula, charge and spin: 15.57 kcal/mol
- Net charge: 0
- LUMO energy: 0.02242 hartree
- SMILES: CC=O.O.O.O.O

Each line ends with the Löwdin charge.
Positions of all 19 atoms, in Å:
1 C -0.244 -1.640 -2.395  -0.035
2 C -0.871 -0.666 -1.428  -0.275
3 O -0.575 -0.636 -0.260  0.020
4 H 0.748 -1.307 -2.700  0.086
5 H -0.194 -2.527 -1.762  0.086
6 H -0.819 -1.825 -3.297  0.073
7 H -1.679 0.027 -1.724  0.119
8 O 6.517 1.771 -0.994  -0.072
9 H 7.021 2.597 -0.893  0.038
10 H 5.765 1.939 -0.407  0.034
11 O 0.343 -1.333 2.348  -0.085
12 H -0.041 -0.987 1.537  -0.037
13 H 0.085 -2.271 2.414  0.040
14 O -1.587 1.108 1.928  -0.065
15 H -2.149 1.321 2.698  0.060
16 H -0.877 1.768 2.046  0.064
17 O -3.931 0.818 -0.094  -0.073
18 H -3.058 0.726 0.330  -0.002
19 H -4.578 0.854 0.611  0.025

---

Molecular formula: C2H13N2O2
Method: DFT, ωB97M-V with the def2-TZVPD basis set

- Strongest force on any atom: 2.1 eV Å⁻¹
- Gap between HOMO and LUMO: 10.9 eV
- Energy above the lowest of the compared OMol25 structures with the same formula, charge and spin: 16.71 kcal/mol
- Net charge: +1
- LUMO energy: -0.10642 hartree

Each line ends with the Löwdin charge.
Positions of all 19 atoms, in Å:
1 C 1.296 -0.968 1.245  -0.258
2 N 0.363 -0.275 2.057  -0.007
3 C 0.594 -1.354 -0.073  -0.113
4 N -0.308 -0.259 -0.510  0.161
5 H 2.129 -0.339 0.935  0.119
6 H 1.646 -1.839 1.737  0.113
7 H 0.648 -0.263 3.023  0.096
8 H -0.548 -0.726 2.111  0.091
9 H 1.209 -1.675 -0.881  0.126
10 H -0.103 -2.138 0.233  0.135
11 H -1.123 -0.623 -0.993  0.136
12 H 0.016 0.573 -1.028  0.140
13 H -0.699 0.264 0.285  0.130
14 H 2.539 1.796 -1.418  0.052
15 H 1.700 2.537 -2.484  0.059
16 O 1.635 1.970 -1.706  -0.052
17 H -3.868 0.279 -1.181  0.069
18 H -3.308 1.252 -0.252  0.048
19 O -3.164 0.346 -0.515  -0.044

---

Molecular formula: C2H13N2O2
Method: DFT, ωB97M-V with the def2-TZVPD basis set

- Strongest force on any atom: 2.5 eV Å⁻¹
- Gap between HOMO and LUMO: 10.8 eV
- Energy above the lowest of the compared OMol25 structures with the same formula, charge and spin: 24.84 kcal/mol
- Net charge: +1
- LUMO energy: -0.10770 hartree

Each line ends with the Löwdin charge.
Positions of all 19 atoms, in Å:
1 N -0.144 0.489 -1.189  0.142
2 C -0.917 0.640 0.064  -0.159
3 C -0.367 -0.057 1.329  -0.238
4 N -1.181 -1.226 1.877  -0.013
5 H -0.082 -0.621 -1.316  0.141
6 H 0.802 0.879 -1.157  0.092
7 H -0.596 0.916 -2.000  0.167
8 H -1.889 0.181 -0.096  0.128
9 H -1.024 1.685 0.408  0.134
10 H -0.255 0.630 2.169  0.113
11 H 0.587 -0.544 1.093  0.106
12 H -1.856 -0.830 2.541  0.075
13 H -0.543 -1.567 2.609  0.075
14 H -0.128 -2.745 -1.723  0.087
15 H 0.108 -2.518 -0.030  0.065
16 O -0.079 -2.225 -0.920  -0.018
17 H 2.389 2.545 -1.956  0.070
18 H 2.974 2.278 -0.579  0.073
19 O 2.201 2.089 -1.126  -0.041

---

Molecular formula: C2H13N2O3
Method: DFT, ωB97M-V with the def2-TZVPD basis set

- Strongest force on any atom: 2.3 eV Å⁻¹
- Gap between HOMO and LUMO: 11.5 eV
- Energy above the lowest of the compared OMol25 structures with the same formula, charge and spin: 23.62 kcal/mol
- Net charge: +1
- LUMO energy: -0.11041 hartree

Each line ends with the Löwdin charge.
Positions of all 20 atoms, in Å:
1 C -0.205 2.022 -1.896  -0.056
2 N -0.566 1.273 -0.727  -0.006
3 C 0.396 0.814 0.038  -0.162
4 N 0.207 0.344 1.259  0.194
5 H -1.008 2.089 -2.593  0.075
6 H 0.510 1.332 -2.501  0.136
7 H 0.086 3.110 -1.699  0.127
8 H -1.457 1.204 -0.237  0.133
9 H 1.420 0.878 -0.362  0.173
10 H -0.759 0.021 1.523  0.126
11 H 0.922 -0.037 1.861  0.121
12 H -3.700 -0.158 1.044  0.077
13 H -2.403 -0.760 0.185  0.036
14 O -2.767 -0.152 0.825  -0.031
15 H -0.127 -2.239 -2.345  0.060
16 H -0.876 -2.104 -1.112  0.038
17 O -0.142 -1.667 -1.566  -0.052
18 H 3.432 -2.610 3.208  0.044
19 H 3.937 -1.515 2.372  0.039
20 O 3.098 -1.845 2.723  -0.071

---

Molecular formula: C2H13N2O3
Method: DFT, ωB97M-V with the def2-TZVPD basis set

- Strongest force on any atom: 3.4 eV Å⁻¹
- Gap between HOMO and LUMO: 11.3 eV
- Energy above the lowest of the compared OMol25 structures with the same formula, charge and spin: 21.64 kcal/mol
- Net charge: +1
- LUMO energy: -0.11222 hartree

Each line ends with the Löwdin charge.
Positions of all 20 atoms, in Å:
1 C -0.101 1.810 -1.855  -0.033
2 N -0.418 1.530 -0.433  0.022
3 C 0.391 0.708 0.211  -0.125
4 N -0.072 0.268 1.393  0.169
5 H -0.892 1.434 -2.490  0.085
6 H 0.908 1.341 -2.097  0.113
7 H -0.053 2.926 -1.997  0.107
8 H -1.369 1.728 -0.168  0.131
9 H 1.427 0.558 -0.101  0.165
10 H -1.065 0.007 1.443  0.096
11 H 0.533 -0.235 2.020  0.114
12 H -3.308 0.731 1.482  0.072
13 H -3.298 -0.437 0.292  0.074
14 O -2.897 0.319 0.722  -0.035
15 H 0.502 -2.382 -1.417  0.046
16 H -0.674 -2.304 -2.310  0.049
17 O -0.280 -1.835 -1.563  -0.061
18 H 3.439 -2.636 2.676  0.057
19 H 4.063 -1.760 1.902  0.046
20 O 3.166 -1.771 2.291  -0.093

---

Molecular formula: C2H13NO3
Method: DFT, ωB97M-V with the def2-TZVPD basis set

- Strongest force on any atom: 1.1 eV Å⁻¹
- Gap between HOMO and LUMO: 10.4 eV
- Energy above the lowest of the compared OMol25 structures with the same formula, charge and spin: 23.79 kcal/mol
- Net charge: 0
- LUMO energy: 0.01952 hartree
- SMILES: CCN.O.O.O

Each line ends with the Löwdin charge.
Positions of all 19 atoms, in Å:
1 C 0.883 1.236 2.471  -0.100
2 C 0.469 0.427 1.249  -0.336
3 N -0.986 0.400 0.983  -0.025
4 H -0.001 1.567 3.019  0.065
5 H 1.616 0.722 3.095  0.067
6 H 1.375 2.182 2.200  0.066
7 H 0.919 0.737 0.312  0.092
8 H 0.775 -0.611 1.251  0.093
9 H -1.409 -0.018 1.807  0.067
10 H -1.327 1.360 0.921  0.068
11 O -0.646 -3.142 0.340  -0.064
12 H -0.918 -3.907 -0.181  0.041
13 H -1.115 -2.410 -0.085  0.001
14 O 0.441 1.216 -3.828  -0.051
15 H 0.493 2.141 -4.090  0.043
16 H 1.275 1.029 -3.382  0.043
17 O -0.663 -1.338 -2.177  -0.059
18 H -0.393 -0.538 -2.639  -0.001
19 H -0.789 -1.053 -1.264  -0.010